# C41H41CeN5O2SSb

A structure of composition C41H41CeN5O2SSb (ωB97M-V/def2-TZVPD, the Open Molecules 2025 dataset).

```
92
Properties=species:S:1:pos:R:3:forces:R:3
Ce 3.421362 9.129227 17.262007 0.6 -0.5 0.3
C 10.942532 9.440231 25.400385 -1.4 0.6 0.7
O 11.326165 8.104970 25.142319 -1.2 -0.7 -0.1
C 10.320083 7.244270 24.756492 1.1 -0.8 -1.3
C 10.763844 6.302177 23.732836 0.4 1.0 2.4
C 9.878060 5.424066 23.229294 -1.6 0.0 -0.6
C 8.466175 5.577572 23.484015 1.0 -0.7 0.8
C 8.078700 6.287410 24.649146 -0.6 0.7 -1.0
C 8.999602 7.161267 25.251082 0.5 -0.4 -0.4
N 7.743850 5.233963 22.340552 -0.1 0.4 0.6
N 6.552089 5.657994 22.249006 1.5 0.5 1.6
C 6.299822 6.162930 21.009176 -1.0 -1.5 -1.2
C 7.189350 6.183988 19.952540 1.0 -0.8 1.2
C 6.935165 6.883418 18.815647 -1.8 1.1 -1.6
C 5.690786 7.497890 18.601409 0.4 -0.1 1.4
O 5.458884 8.367491 17.595792 -1.2 0.1 -0.1
C 4.652398 7.243792 19.576510 -0.1 -0.5 -0.2
N 3.330400 7.528372 19.258047 0.0 0.2 0.2
C 2.381585 7.186830 20.149265 0.4 0.6 -0.3
C 2.664684 6.655982 21.396638 0.0 -0.3 0.7
C 3.959302 6.323831 21.726344 -0.2 -0.6 0.8
C 4.957779 6.567147 20.800398 0.7 0.9 -1.4
H 11.741322 9.966062 25.876275 0.8 0.0 0.2
H 10.089580 9.519380 26.129488 0.6 -0.2 -0.8
H 10.707255 9.974702 24.471018 -0.1 -0.3 0.1
H 11.834084 6.223040 23.517923 -0.5 0.3 0.0
H 10.170672 4.684144 22.499071 0.0 0.1 -0.2
H 7.007009 6.319874 24.957290 1.1 -0.1 -0.3
H 8.671175 7.774302 26.074726 0.1 0.1 0.1
H 8.140460 5.648761 20.036034 -0.3 0.4 0.2
H 7.675892 6.924628 18.037527 0.2 0.2 -0.2
H 1.329739 7.378586 19.932613 0.3 0.1 -0.4
H 1.868705 6.533539 22.120664 -0.1 -0.2 -0.2
H 4.271713 5.792695 22.659364 -0.6 0.8 -0.8
C 2.233591 13.109718 22.290717 -0.5 0.5 -0.1
C 2.317403 14.267661 21.300460 -0.2 0.0 0.8
C 1.916169 15.545651 21.721585 0.2 -0.4 -0.3
C 1.996460 16.684640 20.929017 -0.2 -0.6 -0.4
C 2.279237 16.475512 19.569220 1.6 0.6 -0.2
C 2.877424 15.267975 19.183218 -1.0 -0.8 0.7
C 2.849422 14.133826 20.031974 1.1 0.4 -0.9
Sb 4.105655 12.386003 19.532988 0.1 0.1 0.2
C 2.898048 11.759560 17.726097 0.8 0.9 0.5
C 3.264648 12.378111 16.518389 -0.7 -0.6 -0.6
C 2.331595 12.550586 15.478261 0.0 -0.4 0.2
C 1.027283 12.032271 15.637794 1.5 -0.2 0.8
C 0.756910 11.248790 16.763678 -0.3 -0.3 0.4
C 1.650526 11.127687 17.860207 -1.0 1.2 -1.4
C 1.170772 10.454628 19.106781 -1.1 0.9 1.1
C 5.846128 13.432806 18.657313 -0.3 -0.7 -0.1
C 6.183810 14.644605 19.206934 0.0 1.5 0.4
C 7.304718 15.403271 18.780266 -0.6 -0.3 1.0
C 8.077374 14.928916 17.757952 -0.3 -1.3 -1.1
C 7.735636 13.688617 17.169697 -0.2 -0.2 1.4
C 6.712946 12.875170 17.706361 0.1 0.8 -0.9
C 6.587531 11.461559 17.224050 0.1 -0.5 -0.1
H 1.516955 13.356610 23.107825 0.7 -0.2 -0.5
H 3.223227 12.864479 22.707268 -0.4 0.0 0.0
H 1.841397 12.241554 21.756498 0.1 -0.2 0.3
H 1.531133 15.576299 22.713134 -0.1 0.4 0.8
H 1.894618 17.680338 21.384494 -0.4 -0.5 -0.5
H 2.299508 17.310993 18.848933 0.0 -0.4 0.5
H 3.370848 15.125610 18.241404 -0.1 0.4 -0.6
H 4.301939 12.662971 16.363065 -0.2 0.4 0.1
H 2.667576 13.041986 14.554974 -0.4 -0.1 0.4
H 0.261558 12.179230 14.911214 -0.3 0.0 -0.5
H -0.204447 10.713073 16.840041 0.4 0.5 -0.1
H 0.162666 9.980449 19.004743 1.0 0.2 -0.1
H 1.031892 11.231404 19.915997 0.2 -0.6 -0.8
H 1.874775 9.766058 19.557311 0.3 -0.4 0.1
H 5.525250 15.055521 19.980654 0.4 0.1 -0.2
H 7.588595 16.319442 19.298738 -0.3 -0.2 -0.2
H 8.944378 15.439385 17.362441 -0.1 0.2 0.1
H 8.369086 13.286669 16.397619 0.1 -0.1 -0.2
H 6.969912 11.388040 16.193463 0.0 -0.2 0.4
H 5.533092 11.096631 17.200662 0.6 0.3 0.2
H 7.169382 10.783212 17.890708 -0.5 0.3 -0.6
S 1.865392 8.727544 14.711088 0.7 -0.1 0.2
C 3.197891 7.687086 14.829928 2.0 -0.5 -1.1
N 3.198978 6.785168 15.901333 0.8 0.6 -1.1
C 4.322411 5.824299 16.128511 0.2 -0.1 1.0
C 5.675143 6.271761 15.497514 -2.4 -0.2 -0.5
C 5.385332 6.799631 14.076080 1.9 -0.3 0.5
N 4.368372 7.805712 14.052937 -3.8 1.0 1.4
H 2.249456 6.458625 16.075724 0.3 -0.1 0.1
H 4.075925 4.890625 15.686416 -0.5 -0.8 -0.7
H 4.328532 5.561736 17.223925 0.4 0.8 -0.9
H 6.229711 5.362421 15.380561 0.7 -0.3 0.1
H 6.150931 7.002617 16.102146 0.6 0.4 0.3
H 5.168451 5.981934 13.422431 -0.5 -0.6 -0.5
H 6.324045 7.212079 13.688689 -0.3 0.2 0.0
H 4.253132 8.496112 13.281973 0.4 -0.9 0.8
```
Forces are in eV/Å.

Calculated values
Spin multiplicity: 2
HOMO (spin up / spin down): -11.3 / -11.3 eV
Total charge: +2
Molecular weight: 929.8 u

# C41H41CoO2P2Te

A structure of composition C41H41CoO2P2Te (ωB97M-V/def2-TZVPD, the Open Molecules 2025 dataset).

```
88
Properties=species:S:1:pos:R:3:forces:R:3
Co -0.751005 0.745541 -0.805998 -0.1 0.4 -0.2
O 1.920904 1.435222 0.504591 0.0 0.1 -0.3
C 2.683682 0.949321 -0.490409 0.3 0.0 0.4
C 3.182980 1.919259 -1.357677 -0.1 0.1 -0.1
C 3.918841 1.570105 -2.468112 0.0 0.0 0.1
C 4.178595 0.219087 -2.783797 0.1 0.0 -0.1
C 3.736935 -0.749753 -1.948322 0.1 0.0 -0.1
C 2.938964 -0.489180 -0.749523 -0.3 0.2 0.1
P 1.031036 -0.621696 -1.355474 0.3 -0.1 -0.5
C 3.352013 -1.437163 0.366361 -0.1 0.0 0.1
C 4.595379 -1.209288 0.954545 0.0 0.0 0.0
C 5.077600 -2.081710 1.915257 0.0 0.0 0.0
C 4.321341 -3.184030 2.297297 0.0 0.0 0.0
C 3.102089 -3.432744 1.685213 0.0 0.0 0.0
C 2.626390 -2.568167 0.705796 0.0 0.0 -0.1
C 1.013315 -1.190077 -3.042945 -0.1 -0.2 0.2
C 0.525337 -0.341238 -4.042553 0.0 0.0 0.0
C 0.314582 -0.837848 -5.318017 0.0 0.0 0.0
C 0.556072 -2.179762 -5.590699 0.0 0.1 0.0
C 1.043352 -3.025707 -4.600291 0.0 -0.1 0.0
C 1.276988 -2.536707 -3.327078 0.1 0.0 -0.1
C 1.868806 0.935775 1.821513 -0.1 -0.3 0.2
C 3.012821 1.048827 2.586091 0.1 0.1 -0.1
C 3.010973 0.585337 3.889914 0.1 0.0 0.0
C 1.866495 0.002979 4.414835 0.0 0.0 0.1
C 0.712158 -0.052069 3.652609 0.0 0.0 0.1
C 0.671966 0.447932 2.348155 -0.1 0.1 -0.2
P -0.935593 0.462264 1.468418 0.0 -0.3 0.7
C -1.596628 -1.206945 1.780771 0.0 0.0 -0.1
C -2.972259 -1.417117 1.858217 0.0 -0.1 0.0
C -3.469552 -2.709272 1.964480 0.0 0.0 0.0
C -2.605314 -3.794418 1.981792 0.0 0.0 0.0
C -1.234587 -3.589881 1.902466 0.1 0.0 0.0
C -0.731877 -2.300829 1.801084 0.0 0.0 0.0
C -2.061085 1.583840 2.340623 0.1 0.1 -0.2
C -3.181880 1.982371 1.606682 0.0 0.0 0.0
C -4.145587 2.795870 2.181660 0.0 0.0 0.0
C -3.984182 3.235303 3.489548 0.0 0.0 0.0
C -2.864542 2.855792 4.216278 0.0 0.0 0.0
C -1.903254 2.029916 3.649112 0.0 0.0 0.0
H 3.010602 2.956027 -1.105674 -0.1 0.0 0.0
H 4.331454 2.355121 -3.092172 -0.1 0.0 0.0
H 4.767680 -0.032555 -3.655930 0.0 0.0 0.0
H 3.993158 -1.787990 -2.122805 0.0 0.0 0.0
H 5.191193 -0.354565 0.648180 0.0 0.0 0.0
H 6.048027 -1.904097 2.361237 0.0 0.0 0.0
H 4.697212 -3.862025 3.053820 0.0 0.0 0.0
H 2.521696 -4.305635 1.959728 0.1 0.0 0.0
H 1.704180 -2.795143 0.180662 0.0 0.0 0.1
H 0.314356 0.696976 -3.817110 -0.1 0.0 0.0
H -0.044399 -0.179691 -6.098991 0.0 0.0 0.0
H 0.357416 -2.571909 -6.580045 0.0 0.0 0.0
H 1.238879 -4.067291 -4.823223 0.0 0.0 0.0
H 1.653145 -3.197834 -2.552367 0.0 0.0 0.0
H 3.899558 1.499814 2.153840 0.0 -0.1 0.0
H 3.908826 0.669272 4.490464 -0.1 0.0 0.0
H 1.869554 -0.395712 5.421826 0.0 0.0 -0.1
H -0.181284 -0.505212 4.066734 0.0 0.0 0.0
H -3.658498 -0.580714 1.848301 0.0 0.0 0.0
H -4.538434 -2.866003 2.037125 0.0 0.0 0.0
H -2.999391 -4.799212 2.067930 0.0 0.0 0.0
H -0.557193 -4.435545 1.925377 0.0 0.0 0.0
H 0.337070 -2.131448 1.774924 0.0 -0.1 0.0
H -3.296497 1.652356 0.576755 0.0 0.0 0.0
H -5.017327 3.091480 1.611455 0.0 0.0 0.0
H -4.730242 3.877448 3.939744 0.0 0.0 0.0
H -2.737990 3.202761 5.234101 0.0 0.0 0.0
H -1.037133 1.753438 4.231977 0.1 0.0 0.0
C -1.962307 4.050861 -2.329948 -0.1 -0.1 0.0
Te -0.230941 3.355242 -1.326648 0.2 0.1 0.1
C -0.666728 4.287346 0.536183 0.1 0.1 -0.1
H -1.928209 5.136909 -2.369562 0.1 0.0 0.0
H -2.849792 3.711064 -1.803807 0.0 0.0 0.0
H -1.944107 3.642169 -3.336879 0.0 0.0 0.0
H -1.628904 3.948067 0.899404 -0.1 0.0 0.0
H -0.670233 5.362953 0.381195 0.0 0.0 0.0
H 0.118799 4.017461 1.240873 0.0 0.0 0.0
C -4.296987 0.820372 -2.722367 0.1 0.0 0.0
C -3.051789 -0.046861 -2.708940 0.1 -0.4 0.2
C -3.319430 -1.399938 -2.056755 0.1 0.1 0.0
O -1.994825 0.617728 -2.040341 -0.3 0.2 -0.2
H -5.088382 0.328800 -3.291461 0.0 0.0 0.0
H -4.093817 1.786655 -3.185627 0.0 0.0 0.0
H -4.652551 0.980897 -1.700287 0.0 0.0 -0.1
H -2.735798 -0.222649 -3.743661 0.1 0.1 0.0
H -3.796041 -1.262544 -1.081321 0.0 0.0 0.0
H -2.379989 -1.941792 -1.912582 -0.1 0.0 0.0
H -3.975840 -2.003964 -2.685750 0.0 0.0 0.1
```
Forces are in eV/Å.

Calculated values
Spin multiplicity: 5
HOMO (spin up / spin down): -13.2 / -13.8 eV
Total charge: +2
Molecular weight: 814.3 u

# C41H41N7O2

A cluster of 8 separate species, C41H41N7O2 in total (ωB97M-V/def2-TZVPD, the Open Molecules 2025 dataset).

```
91
Properties=species:S:1:pos:R:3:forces:R:3
O 0.878526 0.326716 2.897572 -0.6 -0.3 -1.6
C 0.852124 0.202706 1.472783 -0.5 0.4 2.9
C -0.236625 0.636574 0.752552 4.0 -1.2 -4.1
C -0.075733 0.581876 -0.678481 -3.4 0.0 1.8
C 0.989719 -0.046996 -1.241672 0.9 1.0 -1.6
O 1.013700 -0.102927 -2.602996 3.3 -1.7 0.5
C 2.122310 -0.416771 -0.501923 -4.0 0.6 2.6
C 1.959617 -0.365347 0.901686 3.7 -0.3 -1.1
H 1.339614 -0.477281 3.143866 0.2 -0.1 0.7
H -1.161801 0.929262 0.974456 -3.2 1.3 2.1
H -1.044192 0.841309 -1.292185 2.3 -0.5 1.0
H 0.252399 0.188693 -3.026114 -2.3 1.0 -0.8
H 2.969240 -0.847014 -0.844447 2.4 -1.1 -1.6
H 2.966335 -0.659511 1.488726 -2.9 0.8 -1.0
C 1.570804 -3.795199 -6.406705 2.6 4.4 -1.7
C 1.771444 -2.663645 -5.601892 -2.8 -4.6 2.2
C 2.284460 -1.558357 -6.022846 1.8 6.1 0.1
N 2.572369 -1.307920 -7.304612 0.8 -1.2 -0.2
C 2.541711 -2.422635 -8.071037 0.0 0.9 1.7
C 2.097732 -3.684373 -7.675362 0.2 1.5 0.2
H 1.130802 -4.652390 -6.244713 -2.4 -4.2 2.0
H 1.401126 -2.508711 -4.612339 -0.3 -1.1 0.8
H 2.409455 -0.740162 -5.135003 -0.2 -1.4 -2.8
H 3.000053 -2.303977 -8.994518 0.3 0.3 -1.9
H 2.161664 -4.464031 -8.394898 -0.2 -0.7 -0.3
C 4.207937 2.900200 1.491703 2.2 0.6 4.4
C 5.503058 3.427563 1.794620 1.1 0.2 -2.6
C 6.372896 3.814383 0.769367 -8.4 -3.5 -2.5
N 5.956318 3.670592 -0.600742 -2.5 -0.7 1.2
C 4.703881 3.189833 -0.827135 0.8 -0.2 5.5
C 3.767983 2.742217 0.279728 -0.7 0.2 -4.9
H 3.670399 2.613986 2.385942 -0.4 -0.2 -0.2
H 5.877508 3.420068 2.774226 0.1 0.2 1.4
H 7.248688 4.197141 0.710900 5.9 2.4 1.0
H 4.266495 3.044861 -1.735508 -0.2 0.0 -3.0
H 2.711368 2.296996 0.132645 2.0 0.9 -0.3
C -2.983981 0.545699 -5.020628 -1.5 -1.0 0.5
C -2.053141 0.047021 -5.899779 1.8 -3.8 -2.1
C -0.728855 0.513228 -5.919956 -1.5 2.3 1.0
N -0.402470 1.608483 -5.252532 -0.3 1.2 1.0
C -1.333494 2.220030 -4.496091 -0.4 -1.7 0.0
C -2.605479 1.676225 -4.283859 0.8 -0.8 -1.4
H -4.004561 -0.026228 -4.836211 2.3 1.5 -0.5
H -2.099229 -0.952615 -6.544735 -0.8 2.2 1.5
H 0.135122 0.271155 -6.463463 0.4 -1.7 -1.2
H -0.984871 3.054861 -3.940856 0.1 0.8 0.3
H -3.288442 2.034051 -3.581215 -0.8 0.9 1.0
C -0.056498 -3.789946 2.963218 -4.3 1.9 3.8
C -0.795841 -3.493600 4.250429 -0.3 0.4 -3.5
C -1.980300 -2.700155 4.191036 0.8 -0.6 -0.1
N -2.470679 -2.082314 3.102033 2.5 -1.6 -3.1
C -1.788213 -2.361776 1.910660 0.9 -0.1 3.9
C -0.589151 -3.267206 1.855707 -2.6 3.9 -2.8
H 0.757915 -4.373238 2.792284 2.4 -1.6 0.6
H -0.460889 -3.924500 5.152512 0.2 -0.3 0.9
H -2.687444 -2.458451 4.982971 0.9 -0.6 0.9
H -2.123144 -1.604476 1.225674 0.4 -0.7 -1.2
H -0.035455 -3.245577 0.884488 -0.7 -0.5 0.8
C -4.950488 -0.956289 0.751037 -0.5 0.3 0.6
C -4.633112 0.407982 0.397786 1.9 -3.5 -4.1
C -3.857147 0.626264 -0.822639 -0.9 -4.5 3.4
N -3.260726 -0.482716 -1.362260 0.3 3.6 -1.9
C -3.479692 -1.743243 -1.082626 -0.8 -0.1 -0.1
C -4.414890 -2.038669 -0.052976 -0.5 -0.1 1.0
H -5.680393 -1.163291 1.691595 2.0 0.4 -2.5
H -4.847258 1.335051 0.744211 -1.6 2.1 2.3
H -3.763834 1.659028 -1.124667 0.7 -0.2 -0.7
H -2.928999 -2.424141 -1.851281 -1.2 0.6 2.1
H -4.709530 -3.107866 0.187458 0.4 1.5 -0.3
C -3.863551 3.972613 3.134931 3.0 -3.2 0.0
C -5.115521 4.013486 3.535036 -6.8 3.2 1.4
C -5.825120 2.888077 4.027533 3.7 -0.9 -1.9
N -5.268349 1.688670 3.956725 -0.6 -1.8 0.9
C -4.011170 1.493980 3.566724 0.6 3.3 -1.5
C -3.291042 2.625161 3.164885 0.7 0.8 0.1
H -3.315829 4.870425 2.941980 0.4 0.1 -0.5
H -5.847463 5.039467 3.493758 2.5 -2.7 0.2
H -6.776653 2.802261 4.406472 -2.2 0.9 0.7
H -3.467304 0.574802 3.357893 -0.9 -0.6 0.7
H -2.245242 2.381188 2.936537 -0.3 0.8 -0.2
C 3.182682 -1.777910 5.315396 0.0 -4.8 -2.4
C 2.895949 -0.609884 5.956570 -0.7 1.8 0.5
C 3.242040 0.591057 5.338141 -1.2 1.5 -0.8
N 3.862210 0.643119 4.119711 -2.5 5.6 4.8
C 4.125715 -0.425612 3.599777 4.5 -6.3 -5.3
C 3.888497 -1.737552 4.053173 -1.2 0.3 2.8
H 2.740063 -2.923331 5.603747 1.4 3.6 -0.2
H 2.294350 -0.535259 6.863181 0.3 -0.3 -0.2
H 2.795476 1.603766 5.664630 1.1 -1.8 -0.1
H 4.789222 -0.319379 2.660584 -1.1 -0.4 1.0
H 4.262826 -2.669652 3.599648 -0.4 0.9 -0.1
```
Forces are in eV/Å.

Calculated values
SMILES string: Oc1ccc(O)cc1.c1ccncc1.c1ccncc1.c1ccncc1.c1ccncc1.c1ccncc1.c1ccncc1.c1ccncc1
Spin multiplicity: 1
HOMO: -8.3 eV
Molecular weight: 663.8 u

| no. | maximum force (eV/A) |
| --- | --- |
| 1 | 4.18 |
| 2 | 0.72 |
| 3 | 9.41 |